{
  "formula": "C28H84N14O11",
  "method": "wB97M-V/def2-TZVPD",
  "smiles": "COC[C@H](C)N.COC[C@H](C)N.COC[C@H](C)N.COC[C@H](C)N.COC[C@H](C)N.COC[C@H](C)N.NC(N)=O.NC(N)=O.NC(N)=O.NC(N)=O.O",
  "spin_multiplicity": 1,
  "e_tot_ev": -73781.322,
  "orbital_gap_ev": 9.217,
  "e_lumo_ev": 0.33,
  "e_above_lowest_kcal_mol": 0.0,
  "elements": ["C", "O", "C", "C", "C", "N", "H", "H", "H", "H", "H", "H", "H", "H", "H", "H", "H", "C", "O", "C", "C", "C", "N", "H", "H", "H", "H", "H", "H", "H", "H", "H", "H", "H", "C", "O", "C", "C", "C", "N", "H", "H", "H", "H", "H", "H", "H", "H", "H", "H", "H", "C", "O", "C", "C", "C", "N", "H", "H", "H", "H", "H", "H", "H", "H", "H", "H", "H", "C", "O", "C", "C", "C", "N", "H", "H", "H", "H", "H", "H", "H", "H", "H", "H", "H", "C", "O", "C", "C", "C", "N", "H", "H", "H", "H", "H", "H", "H", "H", "H", "H", "H", "N", "C", "N", "O", "H", "H", "H", "H", "N", "C", "N", "O", "H", "H", "H", "H", "N", "C", "N", "O", "H", "H", "H", "H", "N", "C", "N", "O", "H", "H", "H", "H", "O", "H", "H"],
  "coordinates": [[-1.57589, 6.73375, 11.21875], [-1.60890, 5.38182, 11.67543], [-0.32377, 4.97365, 12.08346], [-0.25220, 3.45310, 12.12549], [-0.92609, 2.77411, 13.32551], [1.10825, 2.93092, 11.93046], [-2.58418, 7.12609, 11.40136], [-1.58421, 6.83304, 10.12980], [-0.89650, 7.38752, 11.76028], [0.47870, 5.44476, 11.50958], [-0.12173, 5.24674, 13.13328], [-0.77244, 3.10225, 11.21996], [-0.53345, 3.18898, 14.25634], [-0.76899, 1.69550, 13.28014], [-2.00642, 2.92824, 13.35420], [1.47428, 3.30836, 11.06413], [1.12270, 1.92503, 11.85214], [-6.73067, 4.12805, 5.60186], [-6.22441, 3.81693, 4.32489], [-4.94853, 3.17281, 4.41050], [-4.27972, 3.38986, 3.03448], [-5.04275, 2.57881, 1.98752], [-2.90591, 2.85875, 3.15555], [-7.76768, 4.45451, 5.53710], [-6.26565, 5.05160, 5.98787], [-6.47471, 3.38433, 6.36027], [-4.34012, 3.65274, 5.18636], [-5.12258, 2.14725, 4.75194], [-4.14111, 4.46585, 2.94000], [-4.40463, 2.55779, 1.09458], [-6.00036, 2.97692, 1.64613], [-5.21397, 1.52458, 2.21090], [-2.65221, 2.35498, 2.30778], [-2.98294, 2.06835, 3.80042], [-4.62512, 1.31700, 8.46120], [-3.46716, 0.54929, 8.37725], [-2.54190, 0.77880, 9.45206], [-2.78144, -0.11215, 10.65879], [-2.42970, -1.58066, 10.45784], [-4.14905, 0.00241, 11.17131], [-5.43639, 0.87330, 7.87112], [-4.57968, 2.29199, 7.94028], [-4.96989, 1.56282, 9.46211], [-1.58770, 0.64357, 8.94763], [-2.65450, 1.81233, 9.79609], [-2.18000, 0.30088, 11.47906], [-2.32004, -2.14055, 11.38837], [-1.44683, -1.76616, 10.00611], [-3.10189, -2.04115, 9.73003], [-4.36342, -0.71848, 11.85336], [-4.76090, -0.23456, 10.39215], [-0.91369, -2.00231, 6.72851], [-1.51377, -1.53144, 5.55640], [-0.66362, -1.45661, 4.44800], [-1.26714, -0.59737, 3.31120], [-2.71926, -1.03844, 3.00886], [-0.51628, -0.75311, 2.07565], [-0.44290, -2.98466, 6.63026], [-1.60182, -2.06232, 7.57067], [-0.13679, -1.30464, 7.07000], [0.23737, -0.89351, 4.71782], [-0.36382, -2.39463, 3.96817], [-1.19502, 0.44447, 3.62364], [-3.29105, -1.33454, 3.89859], [-2.77347, -1.94996, 2.41232], [-3.26516, -0.20968, 2.55741], [-0.68557, -1.66514, 1.66916], [-0.83016, -0.10416, 1.36587], [-4.53715, -7.46168, 15.15240], [-5.07819, -7.55769, 13.84386], [-4.31709, -6.95406, 12.78572], [-3.67316, -5.59462, 13.01931], [-4.77996, -4.53986, 13.14578], [-2.82641, -5.16505, 11.91034], [-3.61991, -8.05503, 15.25852], [-5.27844, -7.92561, 15.79903], [-4.27052, -6.44786, 15.44733], [-3.55480, -7.65651, 12.43075], [-5.03648, -6.82253, 11.97770], [-3.25439, -5.50881, 14.03176], [-4.46361, -3.51602, 13.36861], [-5.34591, -4.72605, 14.06705], [-5.47639, -4.55886, 12.30731], [-2.33780, -4.31028, 12.13915], [-2.13244, -5.89126, 11.74908], [-2.97292, -0.29724, 14.62978], [-2.90076, -1.56572, 15.23488], [-3.28391, -1.54543, 16.58652], [-3.19367, -2.91613, 17.24399], [-4.23622, -3.95968, 16.87449], [-3.21573, -2.67957, 18.72353], [-3.92688, 0.08251, 14.24237], [-2.46692, -0.32938, 13.65813], [-2.46966, 0.46450, 15.22625], [-2.71897, -0.86317, 17.23270], [-4.33366, -1.21596, 16.60046], [-2.19626, -3.36188, 17.19919], [-5.23458, -3.92743, 17.32770], [-3.91662, -4.86071, 17.41556], [-4.39063, -4.15266, 15.81659], [-4.03105, -2.11963, 18.98050], [-3.49945, -3.58642, 19.09144], [0.89888, -1.46342, 13.21306], [1.25326, -0.96745, 12.00169], [2.15206, 0.06446, 12.02634], [0.90561, -1.48305, 10.94408], [0.09312, -2.03820, 13.37913], [1.24478, -1.06117, 14.06803], [2.29586, 0.42249, 11.09690], [2.37290, 0.60653, 12.84057], [-5.18679, 2.92046, 12.56259], [-5.81421, 2.60766, 13.73271], [-5.58904, 3.46920, 14.74165], [-6.45700, 1.56563, 13.88048], [-4.83218, 3.86226, 12.50329], [-5.19369, 2.39470, 11.70612], [-5.97657, 3.33850, 15.65612], [-4.99498, 4.27307, 14.64686], [-7.42757, 0.54823, 10.77100], [-7.75537, 1.70409, 10.10783], [-9.04291, 1.80476, 9.67036], [-6.95717, 2.63232, 10.01739], [-6.55455, 0.71042, 11.24853], [-8.11250, -0.11430, 11.07608], [-9.54812, 0.96259, 9.45257], [-9.25973, 2.60214, 9.09790], [-5.98039, 5.26634, 10.11883], [-4.69382, 5.49446, 9.70037], [-3.80337, 4.49518, 9.96420], [-4.38919, 6.52478, 9.10620], [-6.52572, 6.07425, 9.86885], [-6.30454, 4.41362, 10.53392], [-2.83311, 4.63295, 9.76288], [-4.16709, 3.70959, 10.46134], [-2.33664, 1.17816, 5.78972], [-2.23802, 0.21317, 5.69017], [-2.53869, 1.30706, 6.72601]],
  "atomic_forces_ev_per_a": [[-2.31, 0.34, 0.03], [0.96, 0.45, -0.16], [0.45, -0.69, 1.54], [-0.56, -1.45, -1.76], [0.11, 0.63, -0.11], [0.54, 0.95, 0.67], [0.09, 0.02, 0.36], [0.99, -0.27, -0.05], [0.41, -0.23, -0.16], [-0.08, -0.29, -0.41], [-0.16, 0.59, -0.09], [-0.67, 0.26, 0.16], [0.18, -0.23, 0.07], [0.15, -0.01, 0.11], [-0.01, 0.14, -0.25], [0.10, -0.03, 0.03], [-0.38, 0.09, 0.02], [0.69, 1.46, 0.22], [-0.06, -0.23, 0.31], [-0.43, 1.33, -0.15], [0.12, -1.92, 1.48], [0.14, 0.81, -1.48], [-0.04, -1.05, 0.26], [-0.26, -0.86, -0.08], [0.38, -0.10, -0.11], [-0.62, -0.40, -0.10], [0.07, 0.10, -0.03], [0.35, -0.31, -0.52], [-0.78, 0.01, -0.73], [-0.15, 0.05, -0.13], [0.01, 0.23, 0.32], [0.19, 0.10, 0.70], [0.02, 0.50, -0.28], [0.43, 0.32, 0.37], [-1.46, 1.36, -1.10], [0.34, -0.35, 0.49], [-0.86, 0.30, -0.46], [0.55, -0.83, 1.02], [1.15, -0.30, -1.00], [-0.95, 0.39, -0.79], [0.12, -0.63, 0.48], [0.78, 0.00, 0.23], [0.09, -0.36, 0.03], [0.39, -0.14, 0.66], [0.20, 0.13, -0.17], [0.43, -0.03, -0.28], [-0.74, 0.07, 0.10], [0.10, 0.60, 0.04], [-0.41, -0.15, 0.48], [0.41, 0.02, 0.16], [-0.09, -0.04, 0.05], [1.01, 0.15, 0.85], [-0.90, -0.45, -0.27], [1.03, 1.33, -1.28], [-1.46, -1.01, -0.17], [-0.54, 0.25, 1.30], [1.07, 0.00, -0.02], [-0.09, -0.04, -0.31], [-0.53, 0.06, -0.44], [0.13, -0.02, -0.17], [0.29, -0.42, 0.19], [-0.17, -0.46, 0.63], [-0.29, 0.03, -0.09], [0.17, 0.41, 0.13], [0.33, 0.21, -0.42], [-0.06, -0.20, -0.35], [0.03, -0.14, 0.15], [0.00, 0.25, 0.18], [0.34, -0.67, -0.40], [0.44, 0.98, -0.12], [0.06, -0.42, -0.25], [-1.41, 2.02, 0.90], [-0.85, 0.04, 0.88], [0.21, -1.33, 0.13], [0.08, -0.06, -0.16], [-0.05, 0.32, 0.17], [-0.43, 0.06, 0.14], [0.12, -0.15, 0.11], [0.03, -0.13, -0.11], [0.92, -0.59, -0.31], [0.59, -0.03, -0.60], [-0.32, -0.45, -0.28], [0.10, 0.10, -0.08], [-0.02, 0.01, 0.05], [0.16, 0.27, -0.17], [0.56, 0.50, -1.31], [0.26, 0.00, -0.25], [-0.90, -0.37, 0.22], [-0.14, 0.39, 1.27], [-0.16, -1.02, 0.54], [-0.92, -0.20, -0.04], [-0.68, -0.36, 1.08], [0.62, -0.40, 0.27], [-0.11, 0.10, 0.15], [0.32, 0.19, -0.45], [-0.04, 0.00, 0.36], [-0.01, 0.15, -1.10], [-0.03, 1.25, -0.11], [0.35, -0.35, -0.73], [0.37, -0.03, -0.04], [0.12, 0.22, -0.24], [0.42, 0.03, 0.38], [-0.17, 0.13, 1.41], [0.21, -1.02, -0.64], [-0.20, -0.28, -0.46], [-0.24, 0.56, 0.42], [-0.04, -0.17, -0.68], [0.13, 0.22, -0.17], [0.45, 0.20, 0.19], [0.00, 0.11, -0.03], [0.54, 1.44, 0.34], [-0.31, -2.25, -0.66], [0.31, 1.22, 0.77], [0.18, 0.56, -0.08], [0.12, -0.07, -0.25], [-0.44, -0.52, 0.39], [-0.26, -0.40, -0.15], [0.02, -0.04, -0.18], [0.49, 1.01, -1.05], [-0.35, -0.14, 0.85], [-0.19, -0.17, -0.33], [-0.06, -0.24, -0.15], [-0.14, -0.75, 0.59], [0.03, 0.02, 0.31], [-0.04, 0.02, 0.05], [0.12, 0.02, -0.05], [1.12, 1.16, -0.28], [-0.06, 0.07, -0.40], [-0.82, 0.21, -0.17], [0.11, -0.21, 0.31], [-0.64, -0.46, 0.29], [-0.41, -0.06, -0.23], [0.08, -0.12, 0.20], [0.56, -0.36, 0.01], [0.07, -0.06, -0.12], [-0.02, 0.23, 0.24], [-0.15, -0.22, -0.13]],
  "lowdin_charge": [-0.10, -0.20, -0.22, -0.43, -0.05, 0.04, 0.09, 0.09, 0.09, 0.12, 0.13, 0.12, 0.08, 0.05, 0.07, 0.07, 0.01, -0.12, -0.19, -0.21, -0.39, -0.07, 0.03, 0.08, 0.09, 0.07, 0.12, 0.13, 0.14, 0.07, 0.07, 0.07, 0.05, 0.02, -0.14, -0.20, -0.15, -0.41, -0.06, 0.06, 0.10, 0.09, 0.03, 0.13, 0.11, 0.11, 0.06, 0.06, 0.09, 0.08, 0.06, -0.09, -0.21, -0.20, -0.42, -0.05, 0.03, 0.10, 0.07, 0.10, 0.13, 0.13, 0.12, 0.07, 0.08, 0.06, 0.07, 0.07, -0.10, -0.18, -0.18, -0.45, -0.07, 0.05, 0.09, 0.09, 0.04, 0.12, 0.13, 0.11, 0.07, 0.06, 0.08, 0.05, 0.07, -0.11, -0.17, -0.22, -0.41, -0.06, 0.01, 0.08, 0.06, 0.09, 0.12, 0.14, 0.14, 0.09, 0.08, 0.04, 0.07, 0.06, 0.17, -0.68, 0.14, 0.02, 0.10, 0.10, 0.11, 0.10, 0.17, -0.68, 0.16, 0.00, 0.08, 0.04, 0.11, 0.10, 0.18, -0.64, 0.16, -0.02, 0.06, 0.11, 0.10, 0.11, 0.16, -0.67, 0.18, 0.00, 0.10, 0.04, 0.09, 0.05, -0.06, 0.02, 0.01]
}